No. 1
{"formula": "C5H6O", "method": "ωB97M-V/def2-TZVPD", "elements": ["C", "C", "C", "O", "C", "C", "H", "H", "H", "H", "H", "H"], "coordinates": [[-0.9427, -1.0297, -0.1189], [0.0952, 0.0311, 0.1578], [-0.2741, 1.4489, 0.2239], [-0.0055, 0.6993, 1.4007], [2.0339, 0.2329, -1.2748], [1.5070, -0.3426, -0.2306], [-0.6729, -1.9762, 0.3602], [-1.0198, -1.2035, -1.1961], [-1.9158, -0.7122, 0.2656], [-1.3155, 1.7321, 0.0807], [0.4644, 2.2093, -0.0209], [2.0458, -1.0895, 0.3523]], "charge": 0, "e_above_lowest_kcal_mol": 105.99, "energy_ha": -269.177331}


No. 2
{"formula": "C5H9NO", "method": "ωB97M-V/def2-TZVPD", "elements": ["C", "C", "N", "C", "C", "C", "O", "H", "H", "H", "H", "H", "H", "H", "H", "H"], "coordinates": [[-1.3175, -0.1580, 1.2283], [-1.2034, 0.0691, -0.2612], [-0.8901, 1.4362, -0.6996], [0.0543, 0.3807, -0.9746], [1.3419, 0.3073, -0.2797], [1.7201, -1.1946, -0.0909], [1.4633, -2.3581, 0.1267], [-0.6326, 0.4881, 1.7856], [-2.3331, 0.0819, 1.5619], [-1.1083, -1.2013, 1.4902], [-1.9163, -0.5003, -0.8559], [-1.3819, 1.6795, -1.5510], [0.1665, -0.0187, -1.9794], [1.3080, 0.8211, 0.7205], [2.1960, 0.7879, -0.7993], [2.5329, -0.6208, 0.5784]], "charge": 0, "e_above_lowest_kcal_mol": 100.47, "energy_ha": -325.777442, "smiles": "C[C@H]1N[C@H]1CC=O"}


No. 3
{"formula": "C21H23F6FeN5O8PS2SeTe", "method": "ωB97M-V/def2-TZVPD", "elements": ["Fe", "F", "C", "F", "F", "S", "O", "O", "N", "S", "O", "O", "C", "F", "F", "F", "Se", "N", "C", "C", "C", "C", "C", "N", "C", "C", "N", "C", "C", "C", "C", "C", "N", "H", "H", "H", "H", "H", "H", "C", "C", "C", "O", "H", "H", "H", "H", "H", "H", "H", "C", "C", "O", "P", "O", "Te", "O", "C", "C", "H", "H", "H", "H", "H", "H", "H", "H", "H", "H"], "coordinates": [[0.5157, 0.4633, -0.2095], [1.2920, -1.9803, 3.3708], [1.6742, -0.8736, 4.0059], [2.8914, -1.0907, 4.5157], [0.8338, -0.6953, 5.0305], [1.7031, 0.6389, 2.8781], [0.6935, 0.3717, 1.8804], [1.4665, 1.7039, 3.7993], [3.1924, 0.6120, 2.3759], [3.6592, 0.4170, 0.8895], [2.6296, 0.5259, -0.1178], [4.8879, 1.0951, 0.6307], [4.1439, -1.3879, 0.8899], [4.4715, -1.8144, -0.3308], [3.1365, -2.1310, 1.3474], [5.1974, -1.5916, 1.6871], [-4.6147, 1.0361, -5.6413], [-2.8677, 0.6630, -5.6398], [-2.4498, 0.7525, -4.4008], [-1.0701, 0.5936, -4.0127], [-0.0032, 0.5444, -4.9004], [1.2875, 0.4827, -4.4118], [1.4841, 0.4675, -3.0353], [0.4812, 0.4797, -2.1785], [-0.7871, 0.5349, -2.6273], [-1.8331, 0.6635, -1.6449], [-1.5150, 0.4086, -0.3402], [-2.3256, 0.9084, 0.5895], [-3.5279, 1.5286, 0.2978], [-3.9652, 1.5768, -1.0112], [-3.1126, 1.1323, -2.0149], [-3.4473, 1.0945, -3.4142], [-4.6518, 1.3311, -3.8782], [-0.2021, 0.5832, -5.9630], [2.1405, 0.4816, -5.0748], [2.4690, 0.4638, -2.5875], [-1.9854, 0.7857, 1.6085], [-4.1413, 1.9125, 1.1003], [-4.9326, 1.9748, -1.2821], [2.0097, 3.9862, 0.0284], [0.7761, 3.2830, 0.6084], [-0.3645, 4.2920, 0.8046], [0.3338, 2.2819, -0.2478], [2.2687, 4.8493, 0.6447], [1.7789, 4.3193, -0.9848], [2.8539, 3.2993, -0.0137], [1.0469, 2.8638, 1.5858], [-0.5400, 4.8192, -0.1348], [-0.1279, 5.0104, 1.5920], [-1.2719, 3.7480, 1.0673], [-2.2385, -1.8937, 3.5383], [-2.2944, -2.1915, 2.0509], [-1.0839, -1.7149, 1.4744], [-0.7383, -2.0396, -0.0677], [0.6473, -1.4796, -0.3067], [-2.4996, -2.5108, -1.6386], [-0.5066, -3.6653, 0.0429], [0.5749, -4.1864, 0.8118], [1.7038, -4.6350, -0.0991], [-3.1809, -2.1667, 4.0119], [-2.0428, -0.8322, 3.6943], [-1.4252, -2.4552, 3.9955], [-3.1508, -1.6894, 1.5877], [-2.3923, -3.2651, 1.8634], [0.1805, -5.0366, 1.3778], [0.9343, -3.4248, 1.5051], [1.3248, -5.3465, -0.8325], [2.4929, -5.1050, 0.4894], [2.1129, -3.7766, -0.6291]], "charge": -1, "e_above_lowest_kcal_mol": 47.76, "spin_multiplicity": 5, "energy_ha": -7360.028595}


No. 4
{"formula": "C4H12O", "method": "ωB97M-V/def2-TZVPD", "elements": ["C", "C", "C", "H", "H", "H", "H", "H", "H", "H", "H", "C", "O", "H", "H", "H", "H"], "coordinates": [[0.1292, -1.4553, -1.2311], [1.4061, -1.1181, -0.6305], [1.5784, -0.1122, 0.5696], [-0.2956, -0.7090, -1.9323], [-0.6645, -1.3884, -0.3480], [0.1203, -2.5383, -1.6108], [2.1826, -1.9545, -0.5043], [1.8766, -0.5909, -1.4999], [2.4246, 0.4315, 0.4109], [0.8137, 0.5289, 0.4982], [1.7781, -0.6339, 1.5205], [-2.1895, 1.2497, 0.8637], [-1.2902, 2.5066, 0.8225], [-2.7696, 1.3141, -0.0292], [-2.7817, 1.7136, 1.7189], [-1.5386, 0.4511, 1.2718], [-0.7800, 2.3053, 0.1098]], "charge": 0, "e_above_lowest_kcal_mol": 59.77, "energy_ha": -234.737375, "smiles": "CCC.CO"}